This record from the OMol25 dataset describes a structure of composition C32H25ClCsN5P. The level of theory is ωB97M-V/def2-TZVPD.

Each line ends with the Löwdin charge.
Cartesian coordinates (Å):
1 Cs -0.25169 0.04358 -0.00266  1.0867
2 N 1.94677 0.02633 4.68381  0.1236
3 C 1.12250 -0.00849 3.63018  -0.1580
4 N 1.48747 -0.02473 2.38757  0.0144
5 C 2.85772 0.00661 2.08494  -0.2827
6 N 3.35708 0.02122 0.89545  0.0500
7 N 2.46514 0.03150 -0.17411  -0.1633
8 C 3.07164 -0.06615 -1.28948  -0.0945
9 C 2.37095 -0.06165 -2.59939  -0.2726
10 C 3.13669 -0.08584 -3.75472  -0.0128
11 C 2.49945 -0.07358 -4.98668  -0.0414
12 C 1.11808 -0.04309 -5.02306  -0.0439
13 C 0.43005 -0.02838 -3.81753  -0.1306
14 N 1.02920 -0.03500 -2.62952  -0.0241
15 C 3.82117 0.02217 3.20878  -0.0847
16 C 5.20630 0.02957 3.01947  -0.0080
17 C 6.06107 0.04894 4.10046  -0.0592
18 C 5.54703 0.06155 5.39923  -0.0594
19 C 4.18556 0.05441 5.60926  -0.0128
20 C 3.33359 0.03476 4.50878  -0.1779
21 H 1.56110 0.03463 5.61372  0.1578
22 H 0.06200 -0.01653 3.86834  0.1240
23 H 4.15748 -0.15603 -1.30840  0.1231
24 H 4.21695 -0.11147 -3.68541  0.1183
25 H 3.07645 -0.08879 -5.90225  0.1170
26 H 0.57731 -0.03500 -5.95926  0.1116
27 H -0.65518 -0.01054 -3.80818  0.1131
28 H 5.58147 0.02007 2.00569  0.1125
29 H 7.13149 0.05407 3.94456  0.1106
30 H 6.21802 0.07590 6.24850  0.1131
31 H 3.77809 0.06285 6.61425  0.1179
32 Cl -2.90522 -1.41230 -0.02536  0.5392
33 C -4.51861 -0.71936 -0.06672  -0.6401
34 C -5.60487 -1.56947 -0.14504  -0.0937
35 C -6.87522 -1.01412 -0.18646  -0.0620
36 C -7.03252 0.36435 -0.14820  -0.0592
37 C -5.92244 1.19440 -0.06118  -0.0574
38 C -4.63377 0.66794 -0.01328  -0.3803
39 P -3.09052 1.67656 0.06993  0.9615
40 C -3.72239 3.36552 -0.22638  -0.4038
41 C -3.56682 3.87096 -1.51658  -0.1005
42 C -4.05758 5.12763 -1.85084  -0.0723
43 C -4.69621 5.89711 -0.88918  -0.0715
44 C -4.84689 5.40848 0.40359  -0.0675
45 C -4.36627 4.14890 0.73230  -0.1002
46 C -2.76075 1.70552 1.88190  -0.4214
47 C -1.91864 2.70882 2.37398  -0.1145
48 C -1.56671 2.74984 3.71574  -0.0761
49 C -2.04289 1.77869 4.58995  -0.0984
50 C -2.86501 0.76839 4.11028  -0.0759
51 C -3.22005 0.73059 2.76432  -0.0867
52 H -5.45812 -2.64062 -0.18091  0.1114
53 H -7.73917 -1.66255 -0.25464  0.1135
54 H -8.02385 0.79760 -0.18632  0.1119
55 H -6.05959 2.26775 -0.03720  0.1033
56 H -3.05661 3.27639 -2.26585  0.0980
57 H -3.93245 5.50812 -2.85680  0.1078
58 H -5.07389 6.87945 -1.14392  0.1087
59 H -5.34214 6.00957 1.15630  0.1093
60 H -4.49404 3.77415 1.74120  0.1123
61 H -1.55921 3.48487 1.70677  0.1132
62 H -0.93416 3.54940 4.08152  0.1109
63 H -1.79017 1.82274 5.64276  0.1073
64 H -3.25222 0.01540 4.78580  0.1105
65 H -3.88492 -0.05071 2.41778  0.0949

Output
Charge   +1
E_LUMO   -0.0980 Eh

---

This record from the OMol25 dataset describes a structure of composition C32H25ClCuN5O4PSSe2. The level of theory is ωB97M-V/def2-TZVPD.

Each line ends with the Löwdin charge.
Cartesian coordinates (Å):
1 Cu -0.14520 0.38447 0.08921  0.1430
2 Cl 1.65736 -1.48849 2.81222  0.7414
3 C 2.62090 -0.06843 3.04662  -0.6394
4 C 3.08636 0.21305 4.31900  -0.1097
5 C 3.85134 1.34995 4.52918  -0.0898
6 C 4.14845 2.18859 3.46845  -0.0791
7 C 3.67717 1.89380 2.19872  -0.0701
8 C 2.90581 0.76076 1.96345  -0.3558
9 P 2.20468 0.37481 0.32373  1.0607
10 C 2.83287 1.68496 -0.77731  -0.3630
11 C 2.39109 2.99769 -0.59267  -0.0869
12 C 2.74750 3.97768 -1.50516  -0.0658
13 C 3.52220 3.66295 -2.61369  -0.1029
14 C 3.94689 2.35822 -2.80948  -0.0997
15 C 3.60101 1.37061 -1.89619  -0.0933
16 C 3.13430 -1.10918 -0.18034  -0.3692
17 C 2.47683 -2.02961 -0.99272  -0.0963
18 C 3.12403 -3.18768 -1.40144  -0.0745
19 C 4.43050 -3.42828 -1.00288  -0.0991
20 C 5.09060 -2.51333 -0.19139  -0.0974
21 C 4.44392 -1.35825 0.22186  -0.0897
22 H 2.82541 -0.44894 5.13329  0.0966
23 H 4.19638 1.58652 5.52821  0.0953
24 H 4.71896 3.09391 3.62912  0.0996
25 H 3.88655 2.57189 1.38493  0.1002
26 H 1.78742 3.26552 0.27074  0.0700
27 H 2.39683 4.99014 -1.34982  0.1074
28 H 3.78023 4.43192 -3.33282  0.0903
29 H 4.53845 2.09940 -3.67962  0.0921
30 H 3.92262 0.35146 -2.06573  0.0972
31 H 1.45276 -1.84196 -1.29204  0.0654
32 H 2.59037 -3.90880 -2.00633  0.1009
33 H 4.93141 -4.33887 -1.30992  0.0920
34 H 6.10768 -2.70464 0.13013  0.0920
35 H 4.95087 -0.65379 0.87061  0.1068
36 S 0.01767 0.67242 -2.23408  0.6567
37 C -1.64027 0.26544 -2.50663  -0.8085
38 N -2.05682 -0.21447 -3.62305  0.0060
39 N -3.43558 -0.50228 -3.69830  -0.0297
40 C -3.96794 -1.59532 -2.98824  -0.2760
41 C -5.30156 -1.93683 -3.23711  -0.0652
42 C -5.90289 -2.97428 -2.54626  -0.1243
43 C -5.19158 -3.69084 -1.59047  -0.1191
44 C -3.86600 -3.35948 -1.34948  -0.0772
45 C -3.25119 -2.32516 -2.04197  -0.0316
46 N -2.62939 0.46728 -1.48027  0.0690
47 N -2.21552 0.53848 -0.32297  0.0273
48 C -3.24906 0.61419 0.66891  -0.2049
49 C -4.58920 0.41527 0.33886  -0.0188
50 C -5.54301 0.49698 1.33571  -0.0978
51 C -5.16667 0.77899 2.64715  -0.0984
52 C -3.82999 0.95338 2.96483  -0.0571
53 C -2.86230 0.84923 1.97606  -0.0089
54 H -3.66696 -0.56929 -4.67730  0.1103
55 H -5.86668 -1.35795 -3.96003  0.0983
56 H -6.94107 -3.21467 -2.74690  0.0873
57 H -5.66478 -4.49376 -1.03945  0.0874
58 H -3.27967 -3.90844 -0.62171  0.0631
59 H -2.21384 -2.10218 -1.83553  0.0862
60 H -4.86134 0.19024 -0.68279  0.1001
61 H -6.58624 0.33736 1.09042  0.0910
62 H -5.92336 0.85733 3.41951  0.0901
63 H -3.51111 1.19229 3.97046  0.1072
64 H -1.81732 0.96627 2.22440  0.0690
65 O -1.34847 3.70842 1.01014  -0.5091
66 Se -0.29602 3.14948 2.11487  0.7216
67 O 1.09596 4.00022 2.14363  -0.5185
68 O 0.16627 1.58647 1.61181  -0.6133
69 O -0.96049 2.94343 3.58584  -0.5137
70 Se -0.41469 -4.67686 0.39688  0.3635
71 C -0.50516 -2.87503 0.38536  -0.9562
72 N -0.55830 -1.71437 0.37783  0.0250

Output
2S+1   2
Charge   -2
E_LUMO (alpha / beta)   0.1523 / 0.1489 Eh

---

This record from the OMol25 dataset describes a structure of composition C32H25CoN3PSSe. The level of theory is ωB97M-V/def2-TZVPD.

Each line ends with the Löwdin charge.
Cartesian coordinates (Å):
1 Co -0.06899 -0.38641 -0.39367  0.3589
2 S -2.80892 -3.82982 0.21521  1.1562
3 C -3.46673 -2.60134 1.25842  -0.4421
4 C -4.59236 -2.64679 2.07498  -0.0685
5 C -4.91317 -1.51633 2.80058  -0.0680
6 C -4.13557 -0.35642 2.71648  -0.0654
7 C -3.01637 -0.30904 1.90990  -0.0501
8 C -2.67754 -1.44874 1.17968  -0.3299
9 N -1.59161 -1.57212 0.33383  0.0067
10 C -1.54539 -2.74601 -0.23959  -0.5128
11 C -0.47778 -2.99354 -1.19495  -0.2300
12 C -0.23957 -4.22034 -1.80758  -0.0326
13 C 0.82692 -4.34582 -2.68058  -0.0684
14 C 1.64351 -3.24969 -2.93183  -0.0671
15 C 1.39659 -2.02183 -2.32687  -0.1163
16 C 0.32857 -1.86863 -1.44903  -0.1726
17 H -5.20082 -3.53793 2.13902  0.1163
18 H -5.78337 -1.52615 3.44218  0.1122
19 H -4.41862 0.51420 3.29176  0.1109
20 H -2.41847 0.59243 1.83066  0.1018
21 H -0.87162 -5.07529 -1.59838  0.1080
22 H 1.02587 -5.29321 -3.16156  0.1098
23 H 2.47920 -3.35003 -3.61263  0.1100
24 H 2.04176 -1.18346 -2.56683  0.0970
25 C -3.00574 0.26267 -2.02613  -0.2099
26 P -1.29279 0.85357 -1.89558  0.9991
27 C -0.84859 1.26329 -3.60300  -0.3479
28 C -1.18295 2.50608 -4.14210  -0.0789
29 C -0.89798 2.78867 -5.46754  -0.0659
30 C -0.28441 1.83239 -6.26592  -0.0668
31 C 0.04179 0.59287 -5.73765  -0.0669
32 C -0.23725 0.30767 -4.40900  -0.0854
33 C -1.37842 2.43859 -1.01808  -0.3831
34 C -2.55901 2.94440 -0.47987  -0.0881
35 C -2.54759 4.14011 0.22579  -0.0666
36 C -1.36123 4.83643 0.39819  -0.0650
37 C -0.17835 4.33593 -0.13209  -0.0661
38 C -0.18591 3.14052 -0.82924  -0.1045
39 H -3.62823 0.97312 -2.57026  0.0632
40 H -3.42428 0.07499 -1.03747  0.0342
41 H -2.98955 -0.67862 -2.57757  0.0603
42 H -1.65544 3.25911 -3.52326  0.1082
43 H -1.15454 3.75585 -5.87820  0.1107
44 H -0.06252 2.05545 -7.30094  0.1106
45 H 0.51491 -0.15578 -6.35870  0.1100
46 H 0.01155 -0.66456 -4.00545  0.0823
47 H -3.49566 2.41857 -0.61168  0.0992
48 H -3.47050 4.52888 0.63474  0.1109
49 H -1.35596 5.76988 0.94456  0.1112
50 H 0.74846 4.87805 -0.00143  0.1111
51 H 0.74023 2.75672 -1.24505  0.1078
52 Se 0.47517 -0.62378 2.98215  1.1918
53 N 1.15665 -0.25990 1.36070  -0.2773
54 C 2.46087 -0.49948 1.40863  -0.3477
55 C 3.37604 -0.32943 0.32899  -0.0220
56 C 4.68592 -0.59765 0.54735  -0.0436
57 C 5.17130 -1.04332 1.82275  -0.0528
58 C 4.34142 -1.20647 2.87703  -0.0044
59 C 2.94848 -0.93178 2.69942  -0.3727
60 N 2.04761 -1.04430 3.65362  -0.2105
61 H 3.01317 0.01653 -0.62935  0.1006
62 H 5.40089 -0.47048 -0.25442  0.1147
63 H 6.22898 -1.24310 1.92557  0.1134
64 H 4.68519 -1.53370 3.84765  0.1230

Output
2S+1   2
Charge   +1
E_LUMO (alpha / beta)   -0.1400 / -0.1389 Eh

---

This record from the OMol25 dataset describes a structure of composition C32H25F5LaP2S2. The level of theory is ωB97M-V/def2-TZVPD.

Each line ends with the Löwdin charge.
Cartesian coordinates (Å):
1 La 0.39590 0.26446 2.67062  1.6899
2 C -0.50882 3.06697 3.20709  -0.1919
3 C -0.82311 2.24112 4.30941  -0.2233
4 C 0.38725 1.76376 4.85450  -0.3023
5 C 1.45209 2.28093 4.07905  -0.2796
6 C 0.89053 3.09182 3.06807  -0.2251
7 H -1.20755 3.65299 2.63210  0.0844
8 H -1.80325 2.08975 4.73194  0.0921
9 H 0.48317 1.21361 5.77548  0.0966
10 H 2.50183 2.17962 4.29843  0.0984
11 H 1.44038 3.65468 2.33067  0.0901
12 S -0.90147 -2.43809 2.15146  0.2394
13 P -0.77781 -1.58946 0.34201  0.3234
14 C -0.85706 0.13910 0.48322  -0.7212
15 P 0.33701 0.96921 -0.42284  0.3571
16 S 2.16149 1.08830 0.44696  0.2306
17 C 0.56302 0.55939 -2.19677  -0.3472
18 C 1.81596 0.47989 -2.78740  -0.1098
19 C 1.92708 0.23246 -4.15327  -0.0880
20 C 0.78733 0.05194 -4.92512  -0.0978
21 C -0.47132 0.12143 -4.33243  -0.0847
22 C -0.58198 0.37822 -2.97349  -0.0872
23 C -0.30017 2.68628 -0.65935  -0.3249
24 C -1.51375 3.07486 -0.10229  -0.1077
25 C -2.00394 4.36271 -0.30833  -0.0934
26 C -1.28874 5.26664 -1.08021  -0.1042
27 C -0.07641 4.88463 -1.64401  -0.0925
28 C 0.41306 3.60339 -1.43345  -0.0890
29 C 0.63590 -2.36886 -0.54534  -0.3338
30 C 0.61423 -2.65948 -1.91145  -0.0998
31 C 1.72883 -3.20610 -2.53705  -0.0901
32 C 2.88761 -3.44757 -1.80968  -0.0950
33 C 2.92091 -3.16117 -0.45193  -0.0744
34 C 1.80088 -2.63239 0.17571  -0.1091
35 C -2.21524 -2.21181 -0.62560  -0.3431
36 C -3.22759 -1.32504 -0.97617  -0.0986
37 C -4.36477 -1.77878 -1.64241  -0.0910
38 C -4.49293 -3.12441 -1.95864  -0.1057
39 C -3.48984 -4.01894 -1.59658  -0.0915
40 C -2.36122 -3.56599 -0.92843  -0.1004
41 H 2.69887 0.59512 -2.16783  0.0658
42 H 2.90814 0.16659 -4.61178  0.0990
43 H 0.87632 -0.14513 -5.98782  0.0946
44 H -1.36305 -0.02841 -4.93147  0.0996
45 H -1.55758 0.42830 -2.49847  0.1001
46 H -2.06749 2.34890 0.47850  0.0804
47 H -2.95007 4.65711 0.13353  0.0984
48 H -1.67479 6.26661 -1.24685  0.0943
49 H 0.48383 5.58653 -2.25129  0.0963
50 H 1.36507 3.31007 -1.86212  0.1016
51 H -0.27484 -2.46367 -2.49433  0.1001
52 H 1.69460 -3.42407 -3.59982  0.0995
53 H 3.76298 -3.86346 -2.30032  0.0961
54 H 3.81681 -3.35465 0.12816  0.1052
55 H 1.81947 -2.46811 1.24364  0.0642
56 H -3.09971 -0.27815 -0.71800  0.0828
57 H -5.15143 -1.08160 -1.91321  0.0961
58 H -5.37420 -3.47991 -2.48023  0.0932
59 H -3.59389 -5.07215 -1.83351  0.0969
60 H -1.58917 -4.26370 -0.62676  0.1086
61 F 0.58891 -1.30110 4.60842  -0.2659
62 C 1.90842 -1.90986 4.39791  -0.1344
63 F 2.38401 -1.00656 3.31520  -0.2649
64 C 2.68126 -1.38214 5.60839  -0.6299
65 F 3.91092 -1.92641 5.62584  0.1131
66 F 2.87195 -0.03415 5.69323  0.0910
67 F 2.04716 -1.74606 6.73652  0.1185

Output
Charge   -1
E_LUMO   0.0920 Eh

---

Number 1: energy -2329.729006 Ha. Number 2: energy -9452.233034 Ha. Number 3: energy -5922.230149 Ha. Number 4: energy -3244.578756 Ha.